[1]
Below is a molecular structure, C55H42BaN4O5P2S5, with properties calculated with ωB97M-V/def2-TZVPD.

Cartesian coordinates (Å):
C (-0.703, 2.739, -1.315)
H (1.427, -0.525, 2.670)
S (2.028, -2.536, -3.366)
H (-3.226, 1.888, 4.074)
C (-3.857, 3.514, 2.835)
H (4.040, -4.001, -0.897)
H (-4.086, -4.772, -0.114)
C (1.630, -2.585, -6.201)
C (1.324, 0.303, 3.363)
S (3.015, -5.123, 3.075)
C (3.273, 1.573, -2.323)
Ba (0.348, -1.518, -1.031)
S (-0.757, -4.679, 2.956)
C (0.042, 2.096, 4.305)
C (3.782, 2.870, 1.361)
C (0.655, 2.886, -1.033)
C (-2.333, 1.772, 2.128)
H (-4.984, -2.611, 3.645)
N (-3.677, -4.014, -0.631)
H (5.413, 3.852, 2.345)
O (3.362, -3.032, -3.404)
H (2.642, 2.309, -2.805)
P (-1.267, 0.325, 2.455)
N (-0.834, -2.760, 1.278)
C (-4.237, -3.349, -1.714)
H (2.362, 4.142, -1.358)
C (-3.772, 4.108, 1.579)
C (-1.677, -3.750, 0.825)
H (-2.682, -1.274, 7.002)
H (3.340, 0.103, 4.059)
C (4.342, 3.844, 2.184)
C (0.660, 4.853, -2.445)
C (3.563, -4.971, -0.795)
H (3.554, -0.248, 0.528)
H (-2.386, 3.351, -2.475)
H (-4.311, 5.023, 1.369)
S (-1.696, 1.411, -0.592)
H (4.435, 2.150, 0.888)
C (2.985, 1.133, -1.034)
C (3.786, 0.142, -0.460)
C (4.856, -0.396, -1.158)
H (-0.873, 2.675, 4.374)
H (2.561, -4.927, -1.227)
C (0.311, -0.100, -5.855)
N (1.852, -1.096, -2.660)
H (-5.021, -0.909, -4.542)
C (-3.931, -2.021, 5.425)
H (5.957, -0.383, -3.000)
C (-4.168, -2.027, 4.056)
H (0.386, -2.549, 2.987)
N (-2.210, -2.444, -1.184)
C (-5.703, -2.601, -3.399)
C (-3.147, 2.358, 3.100)
H (5.454, -1.175, -0.702)
H (-0.185, 0.851, -5.706)
H (-2.342, -5.751, 1.449)
C (1.611, 3.802, 1.759)
H (0.100, -0.132, -7.991)
C (5.136, 0.051, -2.443)
C (2.415, 0.662, 4.142)
H (0.537, 3.799, 1.600)
H (-3.532, -1.308, 2.144)
H (4.545, 1.368, -4.034)
S (2.596, -2.929, 1.071)
C (1.128, 2.455, 5.090)
O (1.005, -3.374, -2.729)
C (-1.778, -4.846, 1.621)
C (2.411, 2.845, 1.128)
C (-3.024, 3.509, 0.584)
H (-6.162, -4.268, -2.110)
H (2.132, -3.536, -6.326)
C (2.316, 1.736, 5.014)
C (0.119, 1.002, 3.446)
H (1.049, 3.302, 5.761)
H (-1.178, 5.290, -3.472)
H (3.981, 5.569, 3.412)
C (-0.672, 4.632, -2.777)
H (-6.639, -2.664, -3.939)
C (-2.317, 2.339, 0.855)
C (-2.281, -0.544, 3.712)
H (1.529, 5.515, 3.039)
C (3.542, 4.804, 2.784)
C (-3.313, -2.363, -2.043)
C (3.100, -4.515, 1.521)
H (1.264, -2.275, -8.287)
C (-4.777, -1.601, -3.745)
C (-2.877, -1.277, 5.936)
H (3.167, 2.025, 5.618)
C (-2.482, -3.429, -0.361)
C (1.316, 3.982, -1.590)
C (-5.451, -3.496, -2.377)
O (3.499, -5.379, 0.574)
C (0.906, -0.385, -3.339)
O (-2.899, 1.256, -1.475)
C (-1.357, 3.568, -2.214)
C (2.169, 4.778, 2.570)
O (0.152, 0.414, -2.778)
H (-4.566, -2.593, 6.089)
C (-3.576, -1.469, -3.079)
C (1.130, -1.876, -7.290)
P (1.549, 1.639, 0.003)
C (1.453, -2.020, -4.958)
H (-2.874, -0.682, -3.323)
C (-0.287, -3.148, 2.397)
C (0.476, -0.657, -7.121)
H (-1.235, 0.027, 5.506)
C (0.830, -0.795, -4.782)
C (-3.345, -1.300, 3.212)
H (-4.480, 3.953, 3.605)
C (4.346, 1.036, -3.022)
C (-2.057, -0.540, 5.087)
H (1.193, 5.695, -2.867)
H (-3.009, 3.939, -0.407)
H (4.151, -5.738, -1.297)

The calculation puts the HOMO energy at -0.236 Ha. The total energy comes out at -5415.538590 Ha. For the frontier orbital gap, the calculation gives 6.16 eV. The value obtained for the molar mass is 1198.57 g/mol.

[2]
Below is a molecular structure, C32H43AlBF4N6O4P, with properties calculated with ωB97M-V/def2-TZVPD.

Cartesian coordinates (Å):
C (1.541, -1.915, -3.036)
H (-4.246, 3.887, -1.546)
H (-3.200, -4.430, 0.918)
H (1.682, 4.951, 0.442)
C (2.141, 1.991, 1.843)
H (2.637, -3.627, -7.437)
N (0.924, 2.432, 1.146)
H (1.385, -1.004, 2.800)
C (1.213, -6.098, -5.613)
C (-2.603, 1.613, -0.385)
H (-1.700, 2.579, 3.638)
C (2.386, -2.065, -5.278)
H (-4.233, 2.111, 0.902)
C (-0.360, -3.254, 2.481)
H (-2.532, 0.366, 3.041)
H (-2.244, -4.132, 3.140)
N (-0.552, 1.039, 2.759)
C (-1.240, -0.540, 4.499)
C (1.206, -3.323, -3.073)
F (-0.718, 2.684, -3.592)
C (2.196, 4.142, -0.089)
H (2.625, 1.181, 1.273)
H (-2.571, 5.391, -0.120)
H (4.128, 4.621, 0.778)
H (0.668, 1.396, 5.151)
H (0.341, 3.226, -0.711)
H (-2.459, 3.725, 1.762)
H (-1.062, 0.239, 6.517)
F (-0.550, 0.601, -2.558)
N (-0.108, -0.001, 0.357)
C (2.076, -1.838, 2.652)
C (1.986, -3.446, -5.399)
C (0.468, -3.042, 1.448)
O (-2.069, -2.316, -0.507)
H (-2.652, 0.538, -0.213)
C (0.007, -3.398, 0.095)
H (1.735, 2.160, -0.791)
H (4.016, 3.016, 0.069)
H (-0.060, -3.007, 3.490)
C (-1.474, -3.559, -0.173)
H (1.863, 1.584, 2.813)
C (-0.675, 2.175, 3.674)
H (-4.718, 1.718, -0.737)
C (1.259, 2.948, -0.193)
C (-1.499, -0.023, 3.092)
C (3.467, 3.760, 0.659)
H (2.085, -2.495, 3.526)
O (-1.424, -1.826, -1.691)
Al (-0.237, -0.583, -1.267)
H (-1.923, 4.172, -1.203)
H (2.627, 3.917, 2.635)
C (-3.966, 2.246, -0.150)
H (-0.877, 4.086, 1.084)
C (2.182, -4.141, -6.599)
H (-1.592, -4.255, -1.014)
C (3.106, 3.156, 2.010)
C (-1.838, 3.622, 0.861)
C (-1.305, 0.597, 5.515)
O (1.713, -2.551, 1.476)
C (2.200, -1.329, -4.161)
C (1.396, -4.091, -4.304)
F (1.375, 1.774, -3.258)
H (-2.306, 1.770, -1.427)
C (-3.936, 3.741, -0.509)
H (2.843, -1.603, -6.146)
N (0.884, -3.994, -1.992)
H (-2.332, 0.980, 5.556)
N (0.877, -3.507, -0.821)
C (-2.209, -4.017, 1.051)
C (-1.681, -3.839, 2.261)
H (3.079, -1.462, 2.474)
H (-0.244, -0.995, 4.532)
C (-2.528, 4.316, -0.304)
P (-0.335, 1.318, 1.116)
F (-0.023, 0.855, -4.828)
H (1.947, -5.996, -7.635)
H (-4.653, 4.284, 0.112)
B (0.077, 1.580, -3.674)
H (-1.966, -1.321, 4.743)
H (3.998, 2.813, 2.542)
C (1.799, -5.459, -6.707)
H (-0.476, 2.583, 5.776)
O (1.296, -1.229, -2.005)
H (-0.002, 2.968, 3.355)
C (1.008, -5.426, -4.426)
H (-1.411, -0.812, 2.348)
N (-1.616, 2.207, 0.532)
C (-0.373, 1.731, 5.099)
H (0.906, -7.133, -5.698)
H (2.461, -0.283, -4.095)
H (2.422, 4.503, -1.095)
H (0.543, -5.925, -3.586)

The calculation puts the HOMO energy at -0.298 Ha. The total energy comes out at -2883.098721 Ha. For the frontier orbital gap, the calculation gives 6.24 eV. The value obtained for the molar mass is 720.49 g/mol.

[3]
Below is a single C4H6N2 molecule, with properties calculated with ωB97M-V/def2-TZVPD.

Cartesian coordinates (Å):
H (-2.371, -2.160, 0.626)
H (0.694, 1.373, 1.211)
C (-0.975, -0.830, -0.111)
N (0.658, 0.300, -0.571)
H (2.286, 0.798, 0.675)
C (-0.844, 0.392, -0.806)
C (1.334, 1.215, 0.342)
N (-1.589, 1.194, -1.345)
H (-0.585, -2.571, 0.967)
H (1.511, 2.184, -0.132)
C (-1.318, -1.906, 0.527)
H (1.199, 0.011, -1.383)

The calculation puts the HOMO energy (alpha / beta) at -0.282 / -0.282 Ha. The total energy comes out at -265.320139 Ha. For the frontier orbital gap (alpha / beta), the calculation gives 7.22 / 7.22 eV. The value obtained for the molar mass is 82.11 g/mol.

[4]
Below is a single C20H21N3O4 molecule, with properties calculated with ωB97M-V/def2-TZVPD.

Cartesian coordinates (Å):
H (3.453, -1.981, -1.498)
C (3.269, 0.421, -3.865)
C (3.796, -0.605, -3.098)
C (-0.646, -1.662, 1.942)
C (1.993, 0.891, -3.608)
O (-3.217, 1.192, 3.000)
C (0.867, -1.398, -0.828)
N (-0.066, 0.812, -2.324)
C (2.287, -0.541, 2.443)
H (-2.509, 1.722, -2.875)
H (1.104, 0.891, 3.519)
H (-1.558, 1.282, 1.277)
H (-4.874, 1.969, -2.310)
H (-0.788, 0.507, -2.959)
H (1.570, 1.688, -4.200)
C (0.479, -2.454, 1.273)
H (0.033, -3.218, 0.631)
O (-5.220, 1.689, 2.407)
C (-1.868, 1.440, -0.839)
C (0.964, 0.185, 2.697)
C (-0.405, 1.246, -1.087)
H (-5.615, 1.836, 0.059)
C (-2.812, 1.650, -1.841)
H (1.115, -2.940, 2.014)
H (0.703, 0.759, 1.808)
C (-4.154, 1.802, -1.524)
C (-2.283, 1.406, 0.487)
O (0.421, 1.487, -0.228)
H (3.339, -1.648, 0.928)
H (0.154, -1.385, 3.917)
C (1.245, 0.332, -2.584)
C (2.472, -0.973, 0.986)
C (3.051, -1.161, -2.073)
H (-1.026, -0.173, 3.427)
C (-4.575, 1.735, -0.209)
O (-0.215, -1.810, -1.232)
H (-1.384, -2.366, 2.332)
H (3.850, 0.853, -4.665)
H (-1.134, -1.069, 1.167)
C (-3.628, 1.539, 0.789)
H (2.681, -0.086, 0.384)
C (1.773, -0.691, -1.794)
N (-4.052, 1.469, 2.168)
H (3.121, 0.124, 2.677)
H (2.366, -1.402, 3.111)
N (1.307, -1.621, 0.421)
H (4.788, -0.979, -3.303)
C (-0.173, -0.761, 3.080)

The calculation puts the HOMO energy at -0.333 Ha. The total energy comes out at -1239.918220 Ha. For the frontier orbital gap, the calculation gives 8.42 eV. Its SMILES is O=C(Nc1ccccc1C(=O)N1CCCCCC1)c1cccc([N+](=O)[O-])c1. The value obtained for the molar mass is 367.40 g/mol.